{"formula": "C5H7N", "method": "ωB97M-V/def2-TZVPD", "e_homo_ev": -7.65, "e_above_lowest_kj_mol": 414.1, "multiplicity": 1, "gap_ev": 8.6, "symbols": ["C", "C", "C", "C", "N", "C", "H", "H", "H", "H", "H", "H", "H"], "xyz": [[-0.21, 1.18, 0.38], [-0.93, 0.50, -0.76], [-0.65, -0.79, -0.96], [0.33, -1.47, -0.15], [1.72, -0.45, 0.43], [0.62, 0.09, 1.02], [-0.90, 1.63, 1.10], [0.40, 2.02, -0.02], [-1.61, 1.05, -1.39], [-1.15, -1.41, -1.71], [-0.12, -2.41, 0.30], [2.02, 0.16, -0.34], [0.49, -0.12, 2.08]], "mulliken_charge": [-0.629, -0.419, -0.180, -0.507, -0.451, -0.147, 0.312, 0.275, 0.383, 0.381, 0.300, 0.313, 0.368]}

---

{"formula": "CH8O2S2", "method": "ωB97M-V/def2-TZVPD", "e_homo_ev": -8.27, "smiles": "CSS.O.O", "e_above_lowest_kj_mol": 57.6, "multiplicity": 1, "gap_ev": 8.8, "symbols": ["C", "S", "S", "H", "H", "H", "H", "H", "H", "O", "H", "H", "O"], "xyz": [[0.29, 0.14, 2.03], [1.30, -1.31, 1.69], [2.89, -0.36, 0.69], [-0.49, -0.21, 2.70], [-0.22, 0.53, 1.14], [0.86, 0.89, 2.55], [2.96, -1.29, -0.26], [-1.97, 2.73, -1.19], [-2.14, 1.51, -2.13], [-1.50, 2.13, -1.77], [-1.31, -1.86, -2.17], [0.02, -1.19, -1.82], [-0.69, -1.73, -1.45]], "mulliken_charge": [-0.699, -0.047, -0.207, 0.269, 0.213, 0.325, 0.141, 0.313, 0.319, -0.636, 0.288, 0.318, -0.597]}

---

{"formula": "H18O9", "method": "ωB97M-V/def2-TZVPD", "e_homo_ev": -10.82, "smiles": "O.O.O.O.O.O.O.O.O", "e_above_lowest_kj_mol": 230.4, "multiplicity": 1, "gap_ev": 10.7, "symbols": ["O", "H", "H", "O", "H", "H", "O", "H", "H", "O", "H", "H", "O", "H", "H", "O", "H", "H", "O", "H", "H", "O", "H", "H", "O", "H", "H"], "xyz": [[1.99, -0.44, 1.45], [1.47, -1.23, 1.29], [1.43, 0.31, 1.40], [-1.99, 2.42, 2.21], [-2.61, 3.12, 2.50], [-2.01, 2.53, 1.28], [2.68, -2.61, -0.76], [3.25, -2.28, -0.05], [2.06, -1.89, -0.91], [2.79, 1.25, -0.65], [3.73, 1.33, -0.64], [2.57, 0.36, -0.31], [-0.70, -0.11, 0.24], [-0.80, 0.83, 0.05], [-0.10, -0.34, -0.42], [-2.06, -1.62, 2.19], [-1.64, -2.19, 2.84], [-1.34, -1.32, 1.66], [0.88, -0.73, -1.83], [0.45, -1.46, -2.20], [1.42, -0.24, -2.46], [-1.52, 2.25, -0.58], [-1.78, 1.89, -1.43], [-0.82, 2.85, -0.76], [-2.46, -1.18, -1.65], [-2.04, -1.18, -0.78], [-2.87, -0.33, -1.67]], "mulliken_charge": [-0.661, 0.317, 0.338, -0.591, 0.322, 0.326, -0.651, 0.364, 0.327, -0.637, 0.278, 0.362, -0.664, 0.347, 0.467, -0.610, 0.312, 0.329, -0.683, 0.277, 0.254, -0.762, 0.313, 0.324, -0.633, 0.368, 0.268]}

---

- Number 3 is which compound?
  H18O9